(1)
Below is 2 unconnected molecules or ions with the total composition C6H15NO at a distorted geometry, with properties calculated with ωB97M-V/def2-TZVPD.

Atoms and positions in Å:
C 2.2446 0.1152 -0.7874
C 1.3346 0.9167 0.2093
C -0.0280 0.3072 0.3585
C -1.1099 1.0639 0.1674
N -1.2094 2.4403 -0.1119
C -0.1803 -1.1346 0.8547
C -0.8378 -1.1656 2.2570
H 1.7499 -0.8040 -1.1103
H 2.3795 0.6854 -1.7078
H 3.2111 -0.0673 -0.3245
H 1.8740 1.0591 1.1502
H 1.2640 1.8514 -0.3524
H -2.0751 0.6026 0.3315
H -2.1599 2.6605 -0.3690
H -0.5933 2.7284 -0.8614
H -0.7931 -1.6937 0.1443
H 0.8329 -1.5270 0.8249
H -1.6420 -1.8975 2.2351
H -1.2837 -0.2162 2.5285
H -0.1695 -1.6026 2.9942
H -0.1734 -1.5387 -2.8946
H -1.5411 -1.2623 -2.3599
O -1.0939 -1.5211 -3.1762

Atoms 1-3, force components in eV/Å:
-0.47 0.09 0.30
0.61 -0.43 -1.63
-0.21 0.59 0.09

Its largest force on an atom is 0.035 Eh/bohr. The LUMO energy comes out at 0.77 eV. The calculation puts the HOMO energy at -8.07 eV. The value obtained for the orbital gap is 0.3250 Ha. The SMILES is CCC(=CN)CC.O.

Löwdin atomic charge list, values in e, 2 entries: -0.09, -0.19

(2)
Below is 2 unconnected molecules or ions with the total composition C6H12O at a distorted geometry, with properties calculated with ωB97M-V/def2-TZVPD.

Atoms and positions in Å:
C 2.9708 0.7894 -1.2719
C 2.3679 -0.1533 -0.2151
C 1.2705 -0.9063 -0.6094
C 0.1774 -1.4540 0.0772
C 0.0949 -1.5759 1.4925
C -0.4324 -0.6166 2.4962
H 2.2264 1.5508 -1.5178
H 3.1837 0.2323 -2.1893
H 3.9686 1.1554 -1.0083
H 2.7731 -0.1127 0.7881
H 1.2337 -1.0128 -1.7022
H -0.5063 -1.9954 -0.5849
H 0.8285 -2.3006 1.9198
H -0.8417 -1.1558 3.3607
H 0.3961 -0.0038 2.8870
H -1.1187 0.0790 2.0038
H -6.4598 2.5015 -2.7088
H -5.7142 2.7612 -1.4221
O -6.4187 2.2176 -1.7955

Atoms 1-3, force components in eV/Å:
0.03 -1.46 0.46
0.50 -0.07 -0.68
0.23 0.36 0.35

Its spin multiplicity is 2. Its largest force on an atom is 0.036 Eh/bohr. Its expectation value of S² is 0.7552. The charge is -1. The LUMO energy (spin up / spin down) comes out at 2.76 / 2.76 eV. The calculation puts the HOMO energy (spin up / spin down) at -0.72 / -0.73 eV. The value obtained for the orbital gap (spin up / spin down) is 0.1277 / 0.1280 Ha.

Löwdin atomic charge list, values in e, 2 entries: -0.21, -0.27

(3)
Below is 2 unconnected molecules or ions with the total composition C6H10FO2 at a distorted geometry, with properties calculated with ωB97M-V/def2-TZVPD.

Atoms and positions in Å:
C 0.8345 1.6596 1.2308
C -0.4175 -0.7298 -0.4703
C 0.6295 0.3946 -2.5289
C 0.6014 -0.4682 2.5526
C -0.2637 0.1986 -1.3611
C 1.1800 0.4211 1.4573
O 1.0243 2.3476 0.2295
O -0.0540 2.1900 2.2204
F 1.9556 -0.2581 0.5540
H 0.2772 -1.5644 -0.4163
H -0.3214 3.0436 1.8971
H -1.1911 -0.5534 0.2283
H 0.5830 -0.5128 -3.2448
H 0.3347 1.2347 -3.1996
H 1.7762 0.3435 -2.2242
H -0.2310 -1.1596 2.1655
H 1.3556 -1.1262 2.8944
H 0.4018 0.1982 3.3314
H -0.9050 1.1213 -1.2252

Atoms 1-3, force components in eV/Å:
-1.72 1.61 -0.10
0.53 -1.24 -0.29
2.54 -2.32 -1.39

Its largest force on an atom is 0.082 Eh/bohr. The charge is -1. The LUMO energy comes out at 4.11 eV. The calculation puts the HOMO energy at -2.12 eV. The value obtained for the orbital gap is 0.2287 Ha.

Löwdin atomic charge list, values in e, 2 entries: -0.63, -0.06

(4)
Below is a single C23H18ClFN2O4 molecule at a distorted geometry, with properties calculated with ωB97M-V/def2-TZVPD.

Atoms and positions in Å:
O -0.0124 -7.7181 -0.0997
O 2.5882 0.5837 -1.9380
F -0.3371 -3.1341 -1.7429
Cl 4.1104 2.9007 -0.1529
N 0.7338 -0.9012 -0.5046
O -0.6549 -7.5681 2.1483
O -0.3568 2.1438 2.7700
C -0.3145 -7.0897 0.9125
C 1.7777 1.2290 -1.1903
C 0.0496 -1.4654 0.4906
C 0.3174 0.8053 0.7275
C -0.3170 -0.2763 1.2968
C 1.2942 5.3684 -1.5923
C 2.5256 4.8771 -0.9867
C 0.0922 -4.9175 1.9895
C -0.3632 -5.0900 -0.3190
C 0.0733 -3.5835 1.8573
C 0.3938 4.5228 -2.2295
C -0.1354 -3.7187 -0.5233
C 2.6823 3.4936 -0.8557
C -0.1301 -5.7167 0.8465
C -0.1064 -2.9234 0.6207
C 1.6653 2.6429 -1.3437
C 0.5283 3.1531 -2.1315
N 0.9849 0.4183 -0.3406
C 0.2383 2.1329 1.4605
C -1.3085 1.0562 2.8243
C -1.0090 -0.3951 2.6178
C -1.8449 2.1400 -1.8722
C -1.8532 2.8121 -3.2781
C -0.5447 2.1938 -2.6697
H -0.7549 -8.5819 2.1454
H 1.1680 6.4699 -1.5300
H 3.3512 5.4661 -0.6125
H 0.2568 -5.4151 3.0133
H -0.5167 -5.7427 -1.1803
H 0.3781 -3.0212 2.7329
H -0.3097 5.0768 -2.7817
H -0.5127 2.8596 0.9754
H 1.2661 2.5093 1.6783
H -1.6605 1.2165 3.8371
H -2.1122 1.3940 2.1328
H -0.4935 -0.8097 3.4737
H -2.0051 -0.8690 2.4748
H -2.4573 1.2564 -1.7471
H -1.8846 2.8301 -1.0114
H -1.9525 3.9476 -3.3334
H -2.3373 2.2767 -4.0399
H -0.1909 1.1606 -3.0187

Atoms 1-3, force components in eV/Å:
-1.19 -0.83 1.93
-2.75 2.55 2.68
0.39 -1.05 1.13

Its largest force on an atom is 0.157 Eh/bohr. The LUMO energy comes out at -0.35 eV. The calculation puts the HOMO energy at -9.14 eV. The value obtained for the orbital gap is 0.3230 Ha. The SMILES is O=C(O)c1ccc(-c2nn(C(=O)c3c(Cl)cccc3C3CC3)c3c2CCOC3)c(F)c1.

Löwdin atomic charge list, values in e, 2 entries: 0.10, 0.09

(5)
Below is a single C2H6N2 molecule at a distorted geometry, with properties calculated with ωB97M-V/def2-TZVPD.

Atoms and positions in Å:
C -0.2465 1.7524 0.0473
C 0.4294 -1.7837 -0.2379
H -1.3058 2.3105 0.4223
H -0.1320 1.8106 -1.1779
H 0.6727 2.3135 0.6681
H -0.7580 0.0382 1.3722
H 0.0452 -2.3808 0.5896
H 0.8264 -2.4317 -1.0061
N -0.3358 0.3067 0.4369
N 0.2721 -0.5171 -0.3976

Atoms 1-3, force components in eV/Å:
-0.70 1.27 0.66
-0.86 0.37 0.49
2.96 -1.47 -1.21

Its largest force on an atom is 0.069 Eh/bohr. The LUMO energy comes out at 1.19 eV. The calculation puts the HOMO energy at -8.30 eV. The value obtained for the orbital gap is 0.3488 Ha. The SMILES is C=NNC.

Löwdin atomic charge list, values in e, 2 entries: -0.15, -0.09

(6)
Below is 5 unconnected molecules or ions with the total composition C32H35BrN4O12P3, with properties calculated with ωB97M-V/def2-TZVPD.

Atoms and positions in Å:
C -5.9804 0.3022 6.5237
C -5.9910 -0.9303 5.5994
C -6.1808 -0.5650 4.1227
Br -7.8612 -1.2385 3.3844
N -5.0621 -0.8815 3.2451
C -4.2328 -2.0821 3.3818
P -4.7544 -3.4652 2.3081
O -6.0391 -3.9955 2.7373
O -4.7804 -2.9053 0.8129
O -3.5479 -4.4963 2.4274
C -4.7930 -0.0586 2.2286
N -3.7263 -0.1458 1.4124
C -3.8505 0.8781 0.5759
P -2.5318 1.2765 -0.6357
O -1.7512 2.4205 -0.1307
N -4.9590 1.5883 0.7826
P -5.5318 3.0302 -0.1578
C -6.4060 2.1573 -1.5011
C -6.9617 3.5009 0.8757
N -5.5604 0.9851 1.8593
H -4.9586 0.6070 6.7508
H -6.4685 0.0724 7.4672
H -6.4791 1.1598 6.0711
H -5.0609 -1.4742 5.7412
H -6.7859 -1.6090 5.8988
H -6.3136 0.5115 4.0740
H -4.3332 -2.4873 4.3842
H -3.1871 -1.8081 3.2391
H -3.9349 -2.8960 0.3507
H -2.7363 -4.2829 1.9519
H -1.8473 0.0567 -0.6943
H -3.2051 1.4335 -1.8541
H -7.3183 1.6592 -1.1692
H -6.6783 2.9123 -2.2418
H -5.7554 1.4312 -1.9862
H -7.5455 2.6508 1.2314
H -7.6065 4.0850 0.2178
H -6.6449 4.1302 1.7057
H -6.4330 1.3198 2.2315
C 0.6649 3.6839 -4.1639
C 1.5802 4.6467 -4.1339
C 1.6258 5.6359 -3.0278
O 2.4592 6.5110 -2.9951
C 0.6069 5.5021 -1.9526
C -0.2909 4.5199 -1.9670
C -0.3174 3.5312 -3.0727
O -1.0914 2.5892 -3.0605
H 0.6315 2.9356 -4.9456
H 2.3485 4.7410 -4.8901
H 0.6599 6.2332 -1.1555
H -1.0221 4.3749 -1.1830
C 2.9441 -0.5656 -1.2494
C 3.4120 0.4773 -1.9314
C 2.8213 1.8264 -1.7629
O 3.2077 2.7858 -2.3985
C 1.7003 1.9742 -0.7953
C 1.2350 0.9315 -0.1158
C 1.8185 -0.4226 -0.2938
O 1.3802 -1.3722 0.3242
H 3.3620 -1.5572 -1.3654
H 4.2309 0.3881 -2.6299
H 1.2917 2.9701 -0.6833
H 0.4204 1.0153 0.5937
C 6.5009 -2.2542 -4.9701
C 7.6733 -2.3510 -5.5906
C 8.9365 -1.9278 -4.9263
O 10.0005 -2.0220 -5.4954
C 8.8381 -1.3881 -3.5465
C 7.6645 -1.2838 -2.9286
C 6.4136 -1.7172 -3.5919
O 5.3475 -1.6470 -3.0072
H 5.5688 -2.5618 -5.4270
H 7.7729 -2.7415 -6.5954
H 9.7694 -1.0877 -3.0834
H 7.5599 -0.8960 -1.9276
C 6.8325 -5.0319 1.2466
C 7.4853 -4.0611 0.6137
C 7.0428 -2.6494 0.7131
O 7.6266 -1.7628 0.1237
C 5.8502 -2.3557 1.5444
C 5.1957 -3.3251 2.1766
C 5.6352 -4.7415 2.0784
O 5.0389 -5.6246 2.6527
H 7.1316 -6.0707 1.1908
H 8.3585 -4.2458 0.0010
H 5.5514 -1.3163 1.5967
H 4.3205 -3.1397 2.7860

Atoms 1-3, force components in eV/Å:
0.23 -0.09 -0.13
-0.18 -0.01 0.15
0.28 0.10 -0.01

Its largest force on an atom is 0.019 Eh/bohr. The charge is +1. The LUMO energy comes out at -3.38 eV. The calculation puts the HOMO energy at -11.56 eV. The value obtained for the orbital gap is 0.3003 Ha.

Löwdin atomic charge list, values in e, 2 entries: -0.07, -0.24